Entry 1:
The following is a DFT calculation (the ωB97M-V functional and the def2-TZVPD basis) of a structure of composition C16H40B2MgO8S4 at a distorted geometry.

Structure (XYZ):
```
71
Properties=species:S:1:pos:R:3:forces:R:3:mulliken_charge:R:1
Mg 1.2737 -2.7281 -0.3665 0.7 -1.8 1.0 1.12
B 3.3703 -2.6644 2.5109 -0.8 -0.8 -1.6 0.33
H 3.2182 -1.7227 2.0065 -0.4 4.7 -2.0 -0.31
H 3.9485 -2.5711 3.4170 2.1 0.8 3.4 -0.09
H 2.4118 -3.0863 2.7708 -4.1 -2.0 1.4 -0.26
H 3.8238 -3.3102 1.7749 2.0 -2.7 -2.7 -0.23
B 0.4400 -5.9429 -1.7345 0.0 2.2 -0.6 0.27
H -0.4524 -5.3378 -1.6918 -4.2 2.0 0.4 -0.24
H 0.9406 -5.4875 -2.5749 2.5 1.4 -3.4 -0.20
H 0.9790 -5.8508 -0.8044 2.8 0.3 4.4 -0.29
H 0.2434 -6.9910 -1.8989 -0.7 -4.1 -0.3 -0.08
C 5.9491 3.5826 -2.7936 0.9 -0.3 1.3 -0.52
C 6.0666 3.5879 -4.2994 -0.7 -0.7 -1.0 -0.58
C 5.4945 2.2464 -4.7667 -0.5 -0.5 -0.6 -0.69
S 6.0310 0.9629 -3.5537 -2.8 -0.3 2.0 1.01
O 7.1880 0.1795 -3.9540 -1.0 0.7 -0.1 -0.61
O 4.7873 0.2730 -3.0265 2.9 1.4 -1.4 -0.63
C 6.5458 2.2397 -2.3172 1.0 -0.5 -0.7 -0.75
H 4.9661 3.6879 -2.3347 -0.4 -0.1 -0.8 0.30
H 6.4764 4.4571 -2.4122 0.4 -0.2 0.3 0.32
H 7.0702 3.6452 -4.7208 0.3 0.2 0.7 0.29
H 5.5287 4.4333 -4.7283 -0.2 -0.2 -0.1 0.31
H 5.7518 1.8947 -5.7658 0.5 0.2 0.1 0.42
H 4.4058 2.2915 -4.7944 0.0 -0.3 0.6 0.35
H 7.6250 2.1995 -2.4642 0.2 0.4 -0.1 0.34
H 6.4282 1.8573 -1.3033 -0.7 0.2 -0.1 0.45
C -3.8935 -4.3700 5.6015 1.6 0.9 0.8 -0.62
C -3.8294 -5.7534 4.9243 0.3 0.3 -0.5 -0.48
C -3.9645 -5.5785 3.4299 -1.6 1.2 -1.1 -0.65
S -4.1992 -3.7740 3.0583 0.2 -0.7 0.2 1.02
O -5.3633 -3.5977 2.1759 1.9 0.1 0.8 -0.64
O -2.8579 -3.2160 2.8042 -1.8 -0.2 -0.1 -0.62
C -4.6536 -3.3647 4.7843 -1.9 -0.4 -0.8 -0.74
H -2.9140 -3.8956 5.6616 0.6 -0.6 0.0 0.29
H -4.2011 -4.4065 6.6465 -0.4 -0.1 -0.1 0.39
H -4.6959 -6.3779 5.1420 0.4 -0.1 0.9 0.27
H -2.8766 -6.2654 5.0586 -0.3 0.0 0.8 0.27
H -4.9748 -5.9280 3.2171 0.2 -0.2 -0.8 0.29
H -3.2264 -6.0270 2.7649 0.0 0.2 0.2 0.43
H -5.7170 -3.5444 4.9423 -0.3 -0.3 -0.7 0.32
H -4.6228 -2.2850 4.9306 1.0 -0.1 0.2 0.46
C 2.0520 5.1096 4.7503 -0.3 -1.4 0.9 -0.62
C 1.9831 3.5867 5.0787 1.2 -0.5 -1.0 -0.69
C 0.5781 3.1774 4.7572 -0.3 -0.7 -0.5 -0.71
S 0.2151 3.9273 3.0743 0.4 -0.5 2.6 1.02
O -1.1816 4.3171 3.2064 0.8 0.0 -1.3 -0.63
O 0.7633 3.0854 2.0102 -0.9 1.1 0.9 -0.60
C 1.3380 5.3501 3.4257 -0.3 1.1 -0.5 -0.53
H 3.0498 5.5478 4.7749 -0.1 -0.2 0.0 0.34
H 1.4516 5.4943 5.5747 0.1 0.8 -0.1 0.28
H 2.3541 3.2546 6.0483 -0.5 0.7 0.4 0.37
H 2.6482 2.9936 4.4510 0.1 0.2 -0.6 0.32
H -0.1237 3.4930 5.5292 -0.3 0.6 -0.5 0.33
H 0.4085 2.1037 4.6759 0.3 -0.1 -0.3 0.43
H 0.7434 6.2575 3.5307 -0.5 -0.3 -0.1 0.30
H 1.9948 5.6185 2.5983 0.1 -0.8 -0.1 0.40
C -5.1966 1.9717 -5.4961 -0.5 -1.4 -0.1 -0.50
C -5.7149 0.5715 -5.0480 0.8 -0.7 -0.1 -0.69
C -4.6220 -0.4027 -5.5844 -0.1 -0.5 0.4 -0.67
S -2.9863 0.3722 -5.2409 1.3 0.7 0.0 1.00
O -2.1170 0.4165 -6.4339 -1.4 -0.2 1.5 -0.62
O -2.3724 -0.1224 -3.9707 -1.6 0.9 -2.4 -0.63
C -3.7850 2.0461 -4.9726 0.3 -0.7 1.1 -0.68
H -5.8375 2.7508 -5.0834 0.2 0.2 -0.3 0.31
H -5.1940 1.9399 -6.5857 -0.2 0.5 -0.1 0.30
H -6.6891 0.2683 -5.4316 0.1 0.3 -0.5 0.31
H -5.8567 0.4609 -3.9729 0.5 0.3 0.2 0.33
H -4.8061 -0.5790 -6.6442 0.6 0.5 -0.2 0.35
H -4.5530 -1.4099 -5.1734 -0.2 0.2 0.5 0.42
H -3.1685 2.8924 -5.2758 0.1 -0.4 -0.2 0.41
H -3.8970 2.0454 -3.8883 0.4 0.2 0.2 0.35
```
Forces are in eV/Å.

- E (Ha) = -3077.55840
- maximum force (eV/Å) = 5.22
- E_HOMO (eV) = -9.22
- spin multiplicity = 1
- orbital gap (eV) = 4.53

=====

Entry 2:
The following is a DFT calculation (the ωB97M-V functional and the def2-TZVPD basis) of an isolated molecule of C27H37N3O2.

Structure (XYZ):
```
69
Properties=species:S:1:pos:R:3:forces:R:3:nbo_charge:R:1
C -7.3215 -0.2563 1.6189 0.1 -0.3 -0.3 -0.64
C -6.6728 -1.5476 1.1037 -0.1 -0.1 0.3 -0.03
C -6.3203 -2.4735 2.2692 -0.1 0.1 -0.3 -0.61
N -5.5064 -1.3509 0.2530 0.0 0.0 -0.1 -0.46
C -4.4423 -0.5393 0.8065 0.3 -0.2 -0.1 -0.24
C -3.1750 -0.7384 -0.0338 0.0 0.1 0.5 -0.21
N -3.4391 -0.3754 -1.4045 -0.1 -0.2 0.0 -0.44
C -2.9833 0.7387 -2.0295 0.2 0.0 -0.1 0.68
O -3.4521 1.1311 -3.0842 -0.1 0.2 -0.1 -0.62
C -1.8289 1.4371 -1.3875 0.2 0.1 -0.1 -0.17
C -0.6198 0.7914 -1.1721 -0.3 0.2 -0.1 -0.20
C 0.4707 1.4661 -0.6499 0.4 0.0 0.1 -0.26
C 0.3712 2.8158 -0.3252 -0.3 0.1 -0.1 0.31
O 1.3278 3.6195 0.2075 -0.2 0.0 -0.1 -0.49
C 2.6645 3.2242 0.4809 0.4 -0.3 0.1 0.11
C 3.4726 2.8223 -0.7545 0.0 0.2 0.2 -0.45
C 4.9360 2.6028 -0.3356 -0.1 0.0 -0.1 -0.21
N 5.1177 1.6730 0.7528 0.0 0.0 0.0 -0.46
C 5.3661 0.2910 0.4402 -0.1 0.0 0.0 -0.19
C 4.2045 -0.5583 -0.1313 0.3 0.1 0.1 -0.47
C 4.6902 -1.9542 -0.3808 -0.1 0.0 0.0 0.08
C 5.2726 -2.2935 -1.5959 0.0 0.0 0.0 -0.25
C 5.7636 -3.5684 -1.8117 0.1 -0.1 -0.1 -0.20
C 5.6818 -4.5227 -0.8121 0.0 -0.1 0.0 -0.22
C 5.1057 -4.1944 0.4032 0.0 -0.1 0.1 -0.20
C 4.6157 -2.9187 0.6165 0.0 0.0 0.0 -0.25
C 4.2969 1.9831 1.8979 -0.1 0.0 0.0 -0.21
C 2.8031 2.1724 1.5841 0.0 0.2 -0.1 -0.45
C -0.8468 3.4660 -0.5566 0.2 0.0 0.1 -0.26
C -1.9227 2.7932 -1.0891 0.0 -0.2 0.0 -0.15
C -4.5599 -1.1008 -1.9631 -0.4 0.1 -0.3 -0.23
C -5.8033 -0.9062 -1.0946 0.2 -0.1 -0.1 -0.22
H -8.2418 -0.4936 2.1461 -0.1 0.0 0.1 0.21
H -6.6571 0.2630 2.3057 0.1 0.1 0.1 0.20
H -7.5626 0.4095 0.7932 -0.1 0.1 0.0 0.21
H -7.4039 -2.0706 0.4751 0.1 0.0 0.0 0.19
H -5.7212 -1.9602 3.0170 0.1 0.0 0.1 0.20
H -7.2303 -2.8241 2.7490 -0.1 0.0 0.1 0.21
H -5.7634 -3.3313 1.9027 0.0 -0.1 0.0 0.22
H -4.6929 0.5370 0.8050 0.0 0.0 0.1 0.17
H -4.2413 -0.8519 1.8310 0.0 0.1 0.0 0.21
H -2.8890 -1.7956 -0.0007 0.0 0.1 0.1 0.20
H -2.3650 -0.1301 0.3681 -0.1 -0.1 0.0 0.23
H -0.5178 -0.2538 -1.4279 0.0 -0.1 0.0 0.22
H 1.3848 0.9144 -0.5108 0.1 0.0 0.0 0.21
H 3.0957 4.1605 0.8656 0.0 -0.2 -0.1 0.19
H 3.0689 1.9190 -1.2072 0.0 0.0 0.0 0.20
H 3.4191 3.6198 -1.4978 0.0 0.0 0.0 0.22
H 5.5204 2.2593 -1.1908 0.0 0.1 0.0 0.21
H 5.3457 3.5684 -0.0107 0.0 0.0 -0.1 0.19
H 6.1904 0.2643 -0.2797 0.0 -0.1 0.1 0.20
H 5.7182 -0.1912 1.3579 0.1 -0.1 -0.1 0.20
H 3.3819 -0.5782 0.5852 -0.1 0.0 0.0 0.20
H 3.8578 -0.1171 -1.0668 -0.1 0.0 0.0 0.21
H 5.3369 -1.5530 -2.3810 0.0 0.1 -0.1 0.21
H 6.2106 -3.8186 -2.7629 0.0 0.0 -0.1 0.21
H 6.0639 -5.5188 -0.9801 0.0 -0.1 0.0 0.21
H 5.0376 -4.9348 1.1870 0.0 -0.1 0.1 0.21
H 4.1652 -2.6684 1.5671 -0.1 0.0 0.1 0.21
H 4.4239 1.1959 2.6433 0.0 0.1 0.0 0.21
H 4.6759 2.9202 2.3265 -0.1 0.0 0.1 0.19
H 2.3590 1.2268 1.2797 0.0 0.0 0.0 0.20
H 2.2802 2.5142 2.4792 0.0 0.0 0.0 0.22
H -0.9127 4.5146 -0.3123 0.0 0.1 0.0 0.22
H -2.8494 3.3133 -1.2789 -0.1 0.1 0.0 0.22
H -4.3037 -2.1645 -1.9975 -0.1 0.0 0.0 0.19
H -4.7325 -0.7259 -2.9729 0.0 -0.1 0.1 0.25
H -6.0951 0.1581 -1.1313 0.0 0.0 0.0 0.17
H -6.6224 -1.5053 -1.4973 0.0 0.0 0.0 0.21
```
Forces are in eV/Å.

- SMILES string = CC(C)N1CCN(C(=O)c2ccc(OC3CCN(CCc4ccccc4)CC3)cc2)CC1
- E (Ha) = -1365.79239
- maximum force (eV/Å) = 0.56
- E_HOMO (eV) = -8.23
- spin multiplicity = 1
- orbital gap (eV) = 8.87

=====

Entry 3:
The following is a DFT calculation (the ωB97M-V functional and the def2-TZVPD basis) of a structure of composition C39H41NO2P2W at a distorted geometry.

Structure (XYZ):
```
86
Properties=species:S:1:pos:R:3:forces:R:3:mulliken_spin:R:1
W 1.0110 -0.6534 -0.1779 4.4 -0.6 7.3 1.54
C -2.1849 0.3954 3.5721 -2.8 -0.3 0.5 0.00
C -2.7367 0.3463 2.3526 1.5 -0.1 -0.4 0.02
C -3.2191 1.4509 1.4743 -0.4 0.2 -0.6 0.00
C -2.2460 2.5939 1.0349 -0.9 0.6 -0.7 0.00
C -0.9362 2.8107 1.6996 1.1 -1.1 0.2 0.00
C -0.6024 2.8396 2.9933 0.6 0.4 -0.9 0.00
C -1.5380 2.9012 4.1357 0.1 0.0 0.6 0.00
C -2.1873 1.5558 4.5429 0.2 0.1 0.6 0.00
C 2.6273 -1.6807 0.6406 -1.0 0.4 0.1 -0.01
H -2.2953 -0.5752 4.0785 1.2 0.2 -0.2 0.00
H -2.7061 -0.6260 1.8350 -0.3 0.1 0.6 -0.01
H -4.1369 1.9189 1.8820 0.4 -0.3 0.0 0.00
H -3.5390 0.9233 0.5460 -0.2 0.6 0.4 0.00
H -2.0130 2.4263 -0.0330 -0.2 0.1 0.3 0.01
H -2.8425 3.5281 1.0197 0.3 -0.3 0.1 0.00
H -0.0876 2.7467 1.0037 -0.1 0.3 0.2 0.00
H 0.4716 2.8880 3.2255 -0.5 -0.1 -0.2 0.00
H -2.3447 3.6267 3.9232 0.5 -0.2 0.2 0.00
H -0.9316 3.2246 5.0041 -0.7 0.3 -0.4 0.00
H -1.7204 1.1673 5.4578 0.2 0.3 -0.2 0.00
H -3.1857 1.8584 4.9042 0.0 -0.7 -0.4 0.00
H 3.2141 -1.1540 1.4134 -0.2 -0.1 -0.3 0.01
H 3.2303 -1.7778 -0.2737 0.3 -0.2 -0.4 -0.01
H 2.3113 -2.6670 1.0096 0.2 0.1 0.0 0.00
P -0.6435 -1.8643 -0.9981 -3.8 -1.8 -2.5 0.14
P 1.4324 0.9500 -1.7036 1.1 4.8 -4.6 0.10
C -1.0200 -0.0022 -1.0469 -1.0 1.0 -1.3 0.02
C -0.3755 1.0456 -1.7357 -1.1 -1.6 1.7 0.01
C -0.5666 -2.4344 -2.7018 1.2 0.8 0.0 0.05
C -1.2551 -1.8885 -3.7940 0.1 -0.4 0.0 -0.01
C -1.2012 -2.5912 -5.0031 0.2 -0.1 0.2 0.00
C -0.4216 -3.7570 -5.0881 0.2 0.1 0.0 0.01
C 0.4056 -4.1657 -4.0346 0.0 0.0 0.1 0.00
C 0.3549 -3.4842 -2.8257 -0.5 -0.2 -0.2 0.01
C -1.9222 -2.9745 -0.3192 0.5 0.5 1.0 -0.03
C -1.6950 -3.4235 0.9881 0.6 0.5 0.3 0.00
C -2.5762 -4.2991 1.6061 -0.1 0.1 -0.3 0.00
C -3.6162 -4.8293 0.8395 0.3 0.1 0.2 0.00
C -3.8037 -4.4625 -0.5029 0.3 0.4 0.2 0.00
C -3.0169 -3.4528 -1.0569 0.2 -0.2 -0.5 0.00
C 2.0514 1.0294 -3.4520 0.0 -1.0 -0.4 0.00
C 1.9991 -0.1557 -4.1893 0.0 -0.5 -0.3 0.02
C 2.4291 -0.2182 -5.5137 0.1 0.0 -0.5 0.00
C 2.9465 0.9042 -6.1717 -0.2 0.0 0.6 0.00
C 2.9869 2.0978 -5.4433 0.1 -0.1 -0.1 0.00
C 2.5352 2.1681 -4.1138 0.4 0.4 0.2 0.00
C 1.8940 2.6350 -1.0664 -0.1 -0.4 0.7 0.02
C 2.9242 2.6478 -0.1213 0.1 -0.5 0.5 -0.02
C 3.2192 3.7830 0.6274 0.0 0.2 -0.1 0.00
C 2.5085 4.9599 0.3839 0.1 -0.3 0.0 0.00
C 1.4845 4.9701 -0.5718 -0.1 -0.1 -0.3 0.01
C 1.1792 3.8224 -1.3145 -0.3 -0.2 0.3 0.00
H -2.0276 0.1029 -0.6416 0.0 0.4 -0.3 0.01
H -0.8606 2.0082 -1.9688 0.0 -0.4 0.5 0.01
H -1.7997 -0.9447 -3.6950 0.0 -0.5 -0.1 0.00
H -1.7427 -2.2368 -5.8869 0.2 -0.1 0.4 0.00
H -0.4204 -4.3412 -6.0065 0.0 0.2 0.1 0.00
H 1.0860 -5.0119 -4.1232 -0.3 0.2 -0.2 0.00
H 0.9650 -3.7832 -1.9620 -0.3 -0.1 -0.4 0.00
H -0.8257 -3.0472 1.5504 -0.6 -0.2 -0.1 0.01
H -2.4208 -4.5270 2.6659 -0.2 -0.1 -0.5 0.00
H -4.2856 -5.5387 1.3063 -0.1 -0.1 -0.1 0.00
H -4.5521 -4.9787 -1.1008 0.0 0.4 0.1 0.00
H -3.2049 -3.0760 -2.0624 0.0 -0.3 0.2 0.00
H 1.6192 -1.0697 -3.7355 0.1 0.1 -0.1 0.00
H 2.3827 -1.1522 -6.0714 -0.1 0.1 0.3 0.00
H 3.3181 0.8465 -7.2128 -0.3 0.1 0.8 0.00
H 3.4157 2.9721 -5.9398 -0.3 -0.1 0.4 0.00
H 2.6245 3.1214 -3.5991 -0.1 -0.2 0.0 0.00
H 3.5043 1.7405 0.0700 -0.2 0.2 0.0 0.00
H 3.9852 3.7295 1.4099 -0.3 0.1 -0.4 0.00
H 2.7615 5.8623 0.9462 -0.3 -0.3 -0.2 0.00
H 0.8931 5.8807 -0.7179 0.3 -0.4 -0.1 0.00
H 0.3598 3.8381 -2.0369 0.2 0.1 0.2 0.00
O 2.3107 1.5295 3.5071 -0.7 -1.7 -0.1 0.00
C 1.7913 0.4434 3.7945 1.2 2.2 -0.5 0.03
C 1.9255 -0.1575 5.2046 0.4 0.2 -0.2 0.00
C 1.2708 -1.5023 5.0611 -0.4 -0.2 -0.1 0.00
C 0.5769 -1.4154 3.6857 -1.3 -1.3 0.2 0.03
O -0.2885 -2.2481 3.3742 1.3 1.0 -0.5 -0.01
N 1.0202 -0.3458 2.9390 0.2 -0.6 0.1 0.00
H 2.9862 -0.2564 5.4849 -0.4 0.4 -0.2 0.00
H 1.4221 0.4940 5.9448 0.3 -0.2 -0.5 0.00
H 2.0058 -2.3303 4.9963 -0.5 0.3 0.2 0.00
H 0.5551 -1.6843 5.8786 0.2 -0.3 -0.6 0.00
```
Forces are in eV/Å.

- E (Ha) = -2464.85335
- maximum force (eV/Å) = 8.59
- E_HOMO (spin up / spin down) (eV) = -13.07 / -13.06
- spin multiplicity = 3
- orbital gap (spin up / spin down) (eV) = 3.80 / 4.02
- charge = +2

=====

Entry 4:
The following is a DFT calculation (the ωB97M-V functional and the def2-TZVPD basis) of an isolated molecule of C12H20N4O3S at a distorted geometry.

Structure (XYZ):
```
40
Properties=species:S:1:pos:R:3:forces:R:3:nbo_charge:R:1
C -3.4417 2.1306 0.2409 -0.3 0.4 0.3 -0.41
N -2.6519 1.2815 -0.6039 0.4 -0.3 -0.2 -0.34
C -3.0425 0.1184 -1.1906 0.1 -0.1 -0.1 0.17
N -2.1062 -0.4033 -1.9182 0.3 -0.4 -0.3 -0.40
C -1.0483 0.4448 -1.8335 -1.7 0.6 0.9 0.12
N 0.1190 0.1919 -2.5702 0.7 -0.1 -0.4 0.53
O 0.9851 1.0555 -2.5707 0.1 0.1 -0.1 -0.41
O 0.1999 -0.8533 -3.1772 0.0 -0.2 -0.1 -0.36
C -1.3655 1.5149 -0.9985 0.7 -0.1 -0.4 0.00
S -0.5494 2.9523 -0.4567 0.2 0.2 -0.2 0.27
C 1.1019 2.3736 0.0261 -0.2 -0.2 0.2 -0.55
C 1.1297 1.8612 1.4674 -0.6 0.2 0.0 0.08
O 2.4589 1.7094 1.9088 0.5 -0.1 0.1 -0.72
C 0.3885 0.5294 1.6582 0.2 0.3 0.0 -0.23
N 0.6158 -0.4673 0.6273 0.1 0.0 0.2 -0.46
C -0.3015 -1.5842 0.8257 -0.2 -0.1 -0.2 -0.21
C -0.1493 -2.6438 -0.2600 0.1 -0.1 0.2 -0.42
C 1.2839 -3.1587 -0.2978 -0.1 0.1 -0.2 -0.40
C 2.2236 -1.9723 -0.4685 0.0 -0.1 0.3 -0.41
C 1.9908 -0.9561 0.6428 0.3 0.1 -0.3 -0.23
H -3.8199 2.9865 -0.3215 0.0 0.0 0.1 0.21
H -2.8273 2.5057 1.0604 -0.1 -0.1 0.0 0.23
H -4.2798 1.5603 0.6367 0.0 0.0 0.0 0.22
H -4.0177 -0.3044 -1.0581 -0.3 0.0 0.1 0.21
H 1.4332 1.6211 -0.6858 0.1 0.1 0.1 0.28
H 1.7349 3.2584 -0.0681 0.0 0.0 0.0 0.22
H 0.6206 2.6032 2.1099 0.0 -0.2 -0.1 0.16
H 2.9266 2.5475 1.8205 -0.1 0.0 0.0 0.47
H -0.6848 0.7451 1.6772 0.0 0.0 0.0 0.20
H 0.6729 0.1522 2.6569 -0.1 0.0 0.0 0.19
H -1.3253 -1.1949 0.8134 0.0 0.0 0.1 0.19
H -0.1322 -2.0511 1.8143 0.0 0.0 0.0 0.16
H -0.8459 -3.4583 -0.0526 -0.1 0.0 0.0 0.21
H -0.4091 -2.2217 -1.2303 -0.1 0.0 0.0 0.23
H 1.4074 -3.8631 -1.1208 0.0 -0.1 0.0 0.21
H 1.5156 -3.6787 0.6361 0.0 -0.1 0.0 0.19
H 3.2648 -2.2978 -0.4376 0.0 0.0 0.0 0.21
H 2.0442 -1.5073 -1.4376 0.0 0.1 -0.1 0.21
H 2.6612 -0.1064 0.5168 0.0 -0.1 0.1 0.22
H 2.2199 -1.4207 1.6187 0.0 0.0 0.0 0.16
```
Forces are in eV/Å.

- SMILES string = Cn1cnc([N+](=O)[O-])c1SC[C@H](O)CN1CCCCC1
- E (Ha) = -1312.09601
- maximum force (eV/Å) = 2.05
- E_HOMO (eV) = -8.51
- spin multiplicity = 1
- orbital gap (eV) = 8.47

=====

Entry 5:
The following is a DFT calculation (the ωB97M-V functional and the def2-TZVPD basis) of an isolated molecule of C3H7NO2 at a distorted geometry.

Structure (XYZ):
```
13
Properties=species:S:1:pos:R:3:forces:R:3:nbo_charge:R:1
C -1.6425 1.2604 -0.6969 -0.2 0.2 -0.2 -0.27
O -0.3254 0.6835 -0.6733 0.1 -0.1 0.1 -0.49
C -0.0646 0.1284 0.5025 -0.6 0.4 0.6 0.75
O -0.8263 0.1932 1.4537 -0.4 1.0 -0.5 -0.64
C 1.1002 -0.7767 0.7429 -0.4 0.1 0.7 -0.37
N 1.8493 -1.4270 -0.3263 -0.4 0.0 0.2 -0.82
H -1.8669 1.4621 -1.7415 0.1 0.0 0.1 0.19
H -1.6594 2.1774 -0.1033 0.0 -0.1 -0.1 0.20
H -2.3565 0.5540 -0.2652 0.1 0.2 -0.2 0.20
H 0.3791 -1.2093 1.5297 2.2 -2.0 -1.1 0.28
H 1.7995 -0.3143 1.4406 0.1 0.5 -0.3 0.23
H 1.2784 -1.9871 -0.9486 -0.1 0.1 0.2 0.36
H 2.3350 -0.7446 -0.9143 -0.3 -0.2 0.5 0.37
```
Forces are in eV/Å.

- SMILES string = COC(=O)CN
- E (Ha) = -323.70708
- maximum force (eV/Å) = 3.16
- E_HOMO (eV) = -9.61
- spin multiplicity = 1
- orbital gap (eV) = 10.45

=====

Entry 6:
The following is a DFT calculation (the ωB97M-V functional and the def2-TZVPD basis) of a cluster of 2 separate species, C3H4F2N2 in total at a distorted geometry.

Structure (XYZ):
```
11
Properties=species:S:1:pos:R:3:forces:R:3:nbo_charge:R:1
C 0.0008 0.1861 -1.7261 -0.3 0.0 0.3 0.20
C -0.2783 1.1131 0.6398 -1.1 3.3 -0.2 -0.68
C -0.5331 0.1199 -0.4321 2.2 -2.1 2.3 -0.11
N 0.4822 0.1316 -2.7635 0.3 0.2 -0.8 -0.24
N 0.8802 -1.6576 0.0759 -1.4 1.6 -0.5 0.31
F 1.4600 -1.1641 1.2037 0.3 0.2 0.3 -0.24
F -0.0360 -2.5441 0.6048 -0.1 0.0 -0.1 -0.25
H 0.8125 1.1614 0.9464 -1.3 -0.1 -0.3 0.27
H -1.0144 1.1370 1.5564 1.6 -0.7 -1.9 0.25
H -0.5494 2.1553 0.0815 0.9 -2.0 1.4 0.25
H -1.2245 -0.6387 -0.1868 -1.2 -0.5 -0.5 0.25
```
Forces are in eV/Å.

- E (Ha) = -425.70582
- maximum force (eV/Å) = 3.78
- E_HOMO (eV) = -9.30
- spin multiplicity = 1
- orbital gap (eV) = 7.56

=====

Q: Look up the spin multiplicity of the first one.
A: 1

=====

Q: Which formula does entry 2 have?
A: C27H37N3O2

=====

Q: The highest maximum force belongs to which entry?
A: C39H41NO2P2W

=====

Q: What is the E in the first record?
A: -3077.55840 Ha